Record 1
The following is a DFT calculation (the ωB97M-V functional and the def2-TZVPD basis) of C3H8IOZn as an isolated structure.

```
14
Properties=species:S:1:pos:R:3:mulliken_charge:R:1
H -0.010 -0.431 1.650 0.259
Zn 2.843 -3.381 2.302 0.080
H -1.432 0.572 1.485 0.357
H 0.101 1.248 1.269 0.325
H -0.134 1.696 -2.098 0.351
C -0.793 1.202 -1.383 -1.234
I 1.951 -2.165 0.843 0.812
C -0.465 0.346 1.036 -1.211
H -1.291 2.019 -0.862 0.316
O 0.967 -0.220 -0.803 -0.510
H 1.180 -0.935 -0.198 0.339
H -1.561 0.824 -2.057 0.311
H -0.980 -0.819 -0.734 0.164
C -0.377 0.043 -0.450 0.643
```

E_HOMO = -0.503 hartree
LUMO energy = -7.8 eV
Net charge = +1
Molar mass = 252.390 g/mol
Relative energy (zero: lowest compared OMol25 entry of this formula, charge and spin) = 218.9 kJ/mol
Largest force on an atom = 6.5 eV/Å



Record 2
The following is a DFT calculation (the ωB97M-V functional and the def2-TZVPD basis) of an isolated ion of composition C3H8N2 and charge -1.

```
13
Properties=species:S:1:pos:R:3:lowdin_spin:R:1
N -2.454 1.256 0.736 0.015
H 2.298 -1.341 -0.950 0.057
C 0.777 -0.018 -0.235 0.239
H 1.293 0.512 0.581 0.085
H 1.202 -2.095 0.260 0.030
H -0.864 -0.883 0.827 0.015
C 1.271 -1.389 -0.571 0.200
N -0.611 -0.107 0.237 0.012
H -0.515 1.940 0.487 0.055
C -1.208 1.094 0.553 0.189
H 0.690 -1.820 -1.392 0.019
H -2.817 2.179 0.533 0.021
H 0.938 0.672 -1.066 0.062
```

E_HOMO (spin up / spin down) = 0.051 / -0.187 hartree
LUMO energy (spin up / spin down) = 4.3 / 4.6 eV
Net charge = -1
Molar mass = 72.111 g/mol
Relative energy (zero: lowest compared OMol25 entry of this formula, charge and spin) = 39.2 kJ/mol
Largest force on an atom = 1.5 eV/Å
2S+1 = 2



Record 3
The following is a DFT calculation (the ωB97M-V functional and the def2-TZVPD basis) of the molecule C3H8N2.

```
13
Properties=species:S:1:pos:R:3:mulliken_charge:R:1
H 0.290 1.784 1.012 0.240
H 1.684 1.854 -0.283 0.280
H 0.067 1.940 -0.803 0.313
H -1.728 0.898 0.837 0.219
N 1.747 -0.794 0.113 -0.664
C 0.625 -0.142 -0.007 0.632
H -2.404 0.470 -0.854 0.218
H -2.693 -0.835 0.603 0.258
C -1.921 0.000 0.132 -0.665
H -0.731 -1.690 -0.226 0.241
H 1.598 -1.879 0.134 0.192
C 0.671 1.410 -0.029 -1.041
N -0.652 -0.656 -0.254 -0.223
```

E_HOMO = -0.326 hartree
LUMO energy = 0.9 eV
Molar mass = 72.111 g/mol
Relative energy (zero: lowest compared OMol25 entry of this formula, charge and spin) = 209.3 kJ/mol
Largest force on an atom = 3.4 eV/Å



Record 4
The following is a DFT calculation (the ωB97M-V functional and the def2-TZVPD basis) of the molecule C3H8N2.

```
13
Properties=species:S:1:pos:R:3:mulliken_charge:R:1
H -1.417 -1.735 -0.257 0.346
C 1.086 -0.792 0.106 -0.999
H -0.995 1.919 -0.399 0.279
N 1.036 1.983 -0.213 -0.696
C -1.481 -0.636 0.028 -0.917
C -0.038 1.336 -0.210 0.234
H 1.843 -0.149 0.761 0.290
H 1.566 -0.998 -0.883 0.264
H 0.777 -1.755 0.724 0.359
H -1.936 -0.445 1.079 0.261
H 1.869 1.458 0.048 0.196
N -0.161 -0.010 -0.029 0.059
H -2.149 -0.176 -0.755 0.323
```

E_HOMO = -0.315 hartree
LUMO energy = 0.8 eV
Molar mass = 72.111 g/mol
Relative energy (zero: lowest compared OMol25 entry of this formula, charge and spin) = 209.1 kJ/mol
Largest force on an atom = 2.6 eV/Å



Record 5
The following is a DFT calculation (the ωB97M-V functional and the def2-TZVPD basis) of the molecule C3H8N2.

```
13
Properties=species:S:1:pos:R:3:mulliken_charge:R:1
H 0.322 -1.392 -1.614 0.239
H -1.466 0.816 0.232 0.229
N 0.602 -0.587 1.479 -0.479
H -0.325 1.373 -1.143 0.274
C -0.508 0.497 -0.391 -0.237
C -0.762 -0.817 -1.173 -0.970
H -1.496 -0.444 -1.921 0.324
H 1.396 -0.476 2.200 0.299
H -1.416 -1.707 -0.471 0.230
N 1.456 1.494 0.795 -0.787
C 0.601 0.515 0.646 0.403
H 1.139 2.315 0.217 0.231
H 0.459 -1.587 1.145 0.244
```

E_HOMO = -0.338 hartree
LUMO energy = 0.9 eV
Molar mass = 72.111 g/mol
Relative energy (zero: lowest compared OMol25 entry of this formula, charge and spin) = 242.8 kJ/mol
Largest force on an atom = 4.2 eV/Å



Record 6
The following is a DFT calculation (the ωB97M-V functional and the def2-TZVPD basis) of a 2-piece molecular cluster, C3H8N2 overall.

```
13
Properties=species:S:1:pos:R:3:mulliken_charge:R:1
H -2.990 -0.972 0.091 0.251
H -0.535 -0.081 -1.513 0.298
H -1.833 1.309 0.681 0.238
H 3.565 -0.157 -0.058 0.253
N 1.970 0.572 1.054 -0.403
H -0.420 0.592 1.108 0.235
N -0.963 0.937 0.324 -0.519
C -2.192 -0.937 -0.640 -0.834
H 1.836 -0.122 -0.814 0.135
H 2.615 0.514 1.846 0.230
C 2.493 0.023 0.042 -0.189
C -1.167 -0.100 -0.628 0.074
H -2.379 -1.579 -1.492 0.231
```

E_HOMO = -0.329 hartree
LUMO energy = 1.2 eV
Molar mass = 72.111 g/mol
Relative energy (zero: lowest compared OMol25 entry of this formula, charge and spin) = 277.3 kJ/mol
Largest force on an atom = 1.3 eV/Å



What is the formula in the sixth record? C3H8N2